Molecular formula: C4H8N3OS
Method: DFT, wB97M-V/def2-TZVPD

```
! RIJCOSX wB97M-V def2-TZVPD def2/J DEFGRID3
* xyz 1 1
C -0.96039 -1.35258 -0.66255
C 0.70656 1.46349 0.90940
C -0.14190 -1.40285 1.98858
C 1.04367 2.24898 -0.40919
N 0.43317 0.12719 0.53535
N -0.11718 -0.25718 -0.62084
N -1.33420 -1.70643 -1.88359
O 0.86565 1.88936 2.01441
S -1.05670 -2.27360 0.87786
H 0.63230 -1.92805 2.53029
H -0.60779 -0.60554 2.50675
H 1.50979 3.22541 -0.03902
H 0.08672 2.48931 -0.62867
H 1.61793 1.74679 -1.09125
H 0.42340 -0.02227 -1.40727
H -1.33807 -1.05491 -2.63062
H -1.76294 -2.58712 -1.98967
*
```

Computed properties:
Molecular weight (g/mol): 146.20
HOMO (eV): -13.23
ΔE to the lowest compared entry with this formula, charge and spin (kJ/mol): 487.4
Gap between HOMO and LUMO (eV): 7.66
LUMO level (Ha): -0.205

=====

Molecular formula: C21H30N2O4
Method: DFT, wB97M-V/def2-TZVPD

```
! RIJCOSX wB97M-V def2-TZVPD def2/J DEFGRID3
* xyz 0 1
C 5.86721 -4.25199 -0.40197
C 4.48346 -4.32285 0.13728
C 3.64880 -5.37607 0.36034
C 2.45299 -4.83604 0.89647
C 2.64079 -3.48847 0.96383
O 3.87361 -3.17055 0.49932
C 1.74239 -2.38124 1.40841
N 0.54896 -2.33118 0.57094
C -0.53673 -1.53589 1.12094
C -0.36723 -0.03245 0.89998
N -0.23261 0.21579 -0.52255
C 0.95074 -0.45457 -1.02022
H 1.05513 -0.24337 -2.08696
C 0.82913 -1.97467 -0.81987
C -0.22995 -2.56989 -1.75692
H -1.20543 -2.13963 -1.53492
H 0.03068 -2.30842 -2.78349
C -0.30061 -4.09556 -1.64280
O -0.82840 -4.53492 -0.42039
H -0.35077 -4.04423 0.27026
H -0.95694 -4.49766 -2.41996
H 0.70837 -4.51369 -1.79323
H 1.79286 -2.42773 -1.08002
H 1.86465 -0.08836 -0.51283
C -0.24994 1.63215 -0.83519
C -1.60669 2.22715 -0.56727
C -1.72393 3.46489 0.05107
C -2.97677 4.02128 0.28084
C -4.11574 3.31536 -0.10651
C -3.99564 2.08424 -0.71768
C -2.74625 1.53875 -0.95603
H -2.64031 0.57752 -1.43248
H -4.88429 1.54758 -1.01422
H -5.08029 3.75680 0.08637
O -3.21656 5.21840 0.89422
C -2.14863 6.07288 1.22214
C -1.59350 6.81376 -0.00617
O -0.60355 7.74705 0.34264
H 0.13863 7.28751 0.75157
H -1.21459 6.08937 -0.74113
H -2.39755 7.38673 -0.47279
H -1.34448 5.52944 1.73884
H -2.56979 6.80371 1.91831
H -0.82151 3.97843 0.34803
H -0.02621 1.73709 -1.90288
H 0.52645 2.18687 -0.27476
H -1.25182 0.49230 1.26660
H 0.51294 0.34082 1.45928
H -0.62388 -1.75199 2.18785
H -1.46161 -1.85259 0.63331
H 1.41175 -2.57219 2.43432
H 2.32409 -1.44667 1.40162
H 1.57598 -5.37693 1.18623
H 3.85652 -6.40892 0.16916
H 5.89790 -3.62938 -1.29556
H 6.21221 -5.25054 -0.65177
H 6.54132 -3.81526 0.33420
*
```

Computed properties:
Molecular weight (g/mol): 374.48
HOMO (eV): -8.29
ΔE to the lowest compared entry with this formula, charge and spin (kJ/mol): 322.6
SMILES string: Cc1ccc(CN2CCN(Cc3cccc(OCCO)c3)C[C@@H]2CCO)o1
Gap between HOMO and LUMO (eV): 8.86
LUMO level (Ha): 0.021